(1)
C3H9B2BrO3Tl | wB97M-V/def2-TZVPD

Properties
Charge: +3
Orbital gap in Eh: 0.1242
HOMO level in eV: -21.8438
Energy in a.u.: -3140.38405

Geometry as XYZ:
```
19
C3H9B2BrO3Tl, DFT wB97M-V/def2-TZVPD
O 3.10923 -0.33054 1.27115
B 2.72946 -0.16636 0.01197
O 3.16692 -1.15402 -0.90342
O 1.93890 0.93123 -0.39642
B 0.65369 1.04687 -0.41572
C -0.54555 0.04203 0.07088
C -1.95414 0.69088 -0.08544
C -2.97843 -0.09510 0.63440
Br -2.27748 -1.74103 1.20108
H 2.43015 -0.67533 1.86084
H 2.67013 -1.95144 -0.66612
H 0.16655 2.07095 -0.88647
H -0.41132 -0.09750 1.18915
H -0.53046 -0.88705 -0.49223
H -1.95261 1.70378 0.30733
H -2.18155 0.71849 -1.15490
H -3.44846 0.40600 1.47745
H -3.83593 -0.34621 -0.03920
Tl 3.25088 -0.16566 -2.98431
```

(2)
C3H9BBrIOP | wB97M-V/def2-TZVPD

Properties
Charge: -1
Orbital gap in Eh: 0.2426
HOMO level in eV: -3.7896
Energy in a.u.: -3432.95358

Geometry as XYZ:
```
17
C3H9BBrIOP, DFT wB97M-V/def2-TZVPD
C 2.32973 -0.84962 0.03958
C 0.81019 -0.65320 -0.05960
I -0.11539 -2.36862 0.90305
C 0.31537 0.67277 0.53842
B -0.84119 1.50442 -0.26920
P -2.59446 0.80373 -0.68402
O -2.28601 -0.72528 -1.32730
Br -3.42755 0.17479 1.37981
H 2.62403 -1.88442 0.20972
H 2.71644 -0.26506 0.87707
H 2.80786 -0.50970 -0.88056
H 0.49272 -0.72106 -1.09779
H 0.08073 0.53724 1.59719
H 1.20759 1.31438 0.51255
H -0.44711 1.84367 -1.38352
H -1.13968 2.52738 0.34004
H -2.53327 -1.40142 -0.69542
```

(3)
C3H9Br2N | wB97M-V/def2-TZVPD

Properties
Orbital gap in Eh: 0.3771
HOMO level in eV: -9.5829
Energy in a.u.: -5322.47413

Geometry as XYZ:
```
15
C3H9Br2N, DFT wB97M-V/def2-TZVPD
Br 2.13285 0.51210 -2.24808
Br 1.39934 -2.53632 -1.62133
C 0.78177 -0.84127 -2.25575
H -0.06300 -0.50787 -1.62276
H 0.40142 -0.96205 -3.28833
N -1.22207 -0.61462 0.61293
C -0.18556 1.55087 1.07312
C -0.10252 0.04848 1.29331
H -1.17664 -1.62936 0.75755
H -2.10796 -0.30726 1.02934
H -0.17624 1.77469 -0.00689
H 0.66997 2.06206 1.54575
H -1.11759 1.95032 1.50715
H 0.83199 -0.33938 0.84420
H -0.06575 -0.16039 2.37980
```

(4)
C3H9BrClNSi | wB97M-V/def2-TZVPD

Properties
Energy above the lowest of the compared OMol25 structures with the same formula, charge and spin in kJ/mol: 384.5
Orbital gap (spin up / spin down) in Eh: 0.2977 / 0.2394
HOMO level (spin up / spin down) in eV: -7.9154 / -6.5428
Energy in a.u.: -3498.04558

Geometry as XYZ:
```
16
C3H9BrClNSi, DFT wB97M-V/def2-TZVPD
C -0.98522 -0.13750 -1.55888
C -1.54465 1.31191 0.28001
C 2.98358 -0.33733 0.97785
N -1.10883 0.00254 -0.09167
Si -0.27818 -1.18059 0.84181
Cl -0.48823 -2.89189 -0.24727
Br 2.78486 1.44314 0.53549
H -0.41281 0.80438 -2.01085
H -0.49695 -1.09949 -1.73689
H -2.03209 0.03420 -2.06936
H -2.32414 1.51042 -0.36832
H -1.75531 1.35710 1.29624
H -0.76197 1.92838 -0.19160
H 3.43112 -0.51251 2.01344
H 3.32687 -0.87522 0.13520
H -0.33804 -1.35753 2.19481
```

(5)
C3H9ClNP | wB97M-V/def2-TZVPD

Properties
Energy above the lowest of the compared OMol25 structures with the same formula, charge and spin in kJ/mol: 258.6
Orbital gap in Eh: 0.2963
HOMO level in eV: -9.0993
Energy in a.u.: -975.95229

Geometry as XYZ:
```
15
C3H9ClNP, DFT wB97M-V/def2-TZVPD
C 0.80842 1.16205 -0.53705
C 1.41530 -1.17872 0.49288
C 0.38613 -0.04338 0.32922
N -2.20699 0.53345 -0.51872
P -1.01876 -0.71397 -0.68782
Cl -1.80624 -2.14719 1.67685
H 0.02132 1.82803 -0.53582
H 1.66197 1.44433 -0.07420
H 1.04078 0.82294 -1.64254
H 1.82439 -1.24801 -0.59632
H 0.77421 -1.88700 0.82221
H 2.10197 -0.90666 1.23363
H -0.01700 0.40089 1.33444
H -2.01088 1.47739 -0.16163
H -2.97461 0.45585 -1.13512
```

(6)
C3H9ClSSi | wB97M-V/def2-TZVPD

Properties
Energy above the lowest of the compared OMol25 structures with the same formula, charge and spin in kJ/mol: 365.8
Orbital gap (spin up / spin down) in Eh: 0.2838 / 0.2902
HOMO level (spin up / spin down) in eV: -7.4510 / -7.5393
Energy in a.u.: -1267.45692

Geometry as XYZ:
```
15
C3H9ClSSi, DFT wB97M-V/def2-TZVPD
C -0.21308 -2.17902 2.13828
C 0.60455 -0.94403 1.82841
C -0.23114 -0.95448 -0.74740
Si -0.03668 3.03868 -1.98005
S 0.87709 -0.27258 0.32377
Cl 0.09464 5.01029 -1.85443
H -1.20593 -1.87412 2.44104
H -0.18845 -2.47815 1.13497
H 0.12765 -3.00006 2.76199
H 0.56298 2.29522 -3.17477
H 1.32254 -0.61409 2.54121
H -0.75584 -1.85771 -0.51799
H -0.27674 -0.93729 -1.81132
H -1.41921 2.50862 -2.15671
H 0.73764 2.25872 -0.92701
```

(7)
C3H9F2N2O | wB97M-V/def2-TZVPD

Properties
Charge: +1
Energy above the lowest of the compared OMol25 structures with the same formula, charge and spin in kJ/mol: 374.9
Orbital gap in Eh: 0.3316
HOMO level in eV: -14.4113
Energy in a.u.: -503.82419

Geometry as XYZ:
```
17
C3H9F2N2O, DFT wB97M-V/def2-TZVPD
C 0.11105 -0.89678 1.20758
C -0.27837 -0.67845 -1.25223
C 2.57616 0.18690 -0.24926
N 0.35248 -0.52740 -0.14347
N -1.78281 1.36712 0.39004
O -1.54574 -0.80044 -1.51182
F 3.24033 -0.80439 0.27758
F 2.85652 0.38496 -1.46894
H 0.50025 -0.16114 1.92969
H -0.95032 -0.95892 1.29382
H 0.46683 -1.95151 1.40796
H 0.39512 -0.81754 -2.10848
H 2.26432 1.16354 0.28121
H -1.26194 2.23985 0.36853
H -2.20291 1.30525 -0.55216
H -2.62754 1.52106 0.92867
H -2.11342 -0.57209 -0.79870
```

(8)
C3H9FN | wB97M-V/def2-TZVPD

Properties
Charge: +1
Energy above the lowest of the compared OMol25 structures with the same formula, charge and spin in kJ/mol: 251.3
Orbital gap (spin up / spin down) in Eh: 0.3087 / 0.3556
HOMO level (spin up / spin down) in eV: -13.0737 / -13.6624
Energy in a.u.: -273.93357

Geometry as XYZ:
```
14
C3H9FN, DFT wB97M-V/def2-TZVPD
C 0.07983 -2.11868 -0.09100
C -0.20023 0.22167 -0.69734
C -0.32032 2.55143 0.43966
N 0.47323 -0.70867 0.18552
F 0.55040 2.30406 1.39867
H 0.38280 -2.39440 -1.10042
H 0.54646 -2.79529 0.62082
H -1.00396 -2.21189 -0.01665
H -1.26684 0.09421 -0.75614
H 0.31540 0.47817 -1.60310
H -1.34993 2.53917 0.75598
H 0.05773 3.14513 -0.37329
H 0.24830 -0.49634 1.16617
H 1.48712 -0.60858 0.07111
```

(9)
C3H9GaN2O4S4 | wB97M-V/def2-TZVPD

Properties
Energy above the lowest of the compared OMol25 structures with the same formula, charge and spin in kJ/mol: 0.0
Orbital gap in Eh: 0.2949
HOMO level in eV: -8.1160
Energy in a.u.: -4047.81491

Geometry as XYZ:
```
23
C3H9GaN2O4S4, DFT wB97M-V/def2-TZVPD
Ga 0.35570 -0.06330 0.67060
O 2.93520 1.74840 -1.32920
S 2.33000 0.68670 -0.63810
O 3.27190 -0.55250 -0.64840
O 1.04890 0.18270 -1.19780
O 2.04440 0.91200 0.81200
S -3.06360 -0.02570 3.30680
C -1.74280 0.03170 2.37130
S -1.72490 0.87370 0.80310
S -0.24160 -0.76370 2.81240
N 2.39620 -2.30320 1.29450
C 1.83000 -3.54870 0.77340
C 0.32110 -3.40420 0.59130
N 0.01200 -2.20650 -0.19530
H 3.36660 -2.45100 1.55730
H 1.90950 -2.04720 2.15440
H 2.94470 -1.19780 0.03620
H 2.00390 -4.40120 1.44360
H 2.30630 -3.75970 -0.18880
H -0.14770 -3.28760 1.57470
H -0.07260 -4.31210 0.11920
H -0.97850 -2.19540 -0.43520
H 0.52460 -2.20410 -1.07820
```

(10)
C3H9I2N2O2PS | wB97M-V/def2-TZVPD

Properties
Energy above the lowest of the compared OMol25 structures with the same formula, charge and spin in kJ/mol: 474.6
Orbital gap (spin up / spin down) in Eh: 0.2397 / 0.2965
HOMO level (spin up / spin down) in eV: -8.2168 / -8.2562
Energy in a.u.: -1714.38814

Geometry as XYZ:
```
20
C3H9I2N2O2PS, DFT wB97M-V/def2-TZVPD
C 0.75091 1.96573 1.28777
C 1.40629 -2.12800 0.05099
C -0.65639 1.47590 1.49707
N 1.36889 -0.71221 -0.32651
N -1.17895 -0.74370 -0.16129
O 0.13060 1.11512 -1.45905
O -0.25836 -1.14533 -2.37470
P -2.62440 -0.26450 -0.82673
S 0.02674 -0.29646 -1.23135
I -2.14286 2.47424 0.32537
I 2.78314 -0.07293 -1.58042
H 0.98335 2.71014 2.18386
H 1.51857 1.22606 1.31220
H 0.96064 2.54596 0.26764
H 0.88727 -2.31557 1.09357
H 0.63422 -2.62155 -0.62209
H 2.44725 -2.41695 0.10504
H -0.93573 1.00037 2.43982
H -2.78188 -0.86304 -2.11680
H -3.31933 -0.93328 0.13561
```

What did the seventh record say?
C3H9F2N2O | wB97M-V/def2-TZVPD

Properties
Charge: +1
Energy above the lowest of the compared OMol25 structures with the same formula, charge and spin in kJ/mol: 374.9
Orbital gap in Eh: 0.3316
HOMO level in eV: -14.4113
Energy in a.u.: -503.82419

Geometry as XYZ:
```
17
C3H9F2N2O, DFT wB97M-V/def2-TZVPD
C 0.11105 -0.89678 1.20758
C -0.27837 -0.67845 -1.25223
C 2.57616 0.18690 -0.24926
N 0.35248 -0.52740 -0.14347
N -1.78281 1.36712 0.39004
O -1.54574 -0.80044 -1.51182
F 3.24033 -0.80439 0.27758
F 2.85652 0.38496 -1.46894
H 0.50025 -0.16114 1.92969
H -0.95032 -0.95892 1.29382
H 0.46683 -1.95151 1.40796
H 0.39512 -0.81754 -2.10848
H 2.26432 1.16354 0.28121
H -1.26194 2.23985 0.36853
H -2.20291 1.30525 -0.55216
H -2.62754 1.52106 0.92867
H -2.11342 -0.57209 -0.79870
```

What is the energy in the seventh record?
-503.82419 a.u.

Look up the energy of the third one.
-5322.47413 a.u.